Record 1
{
  "formula": "C41H47N6O4Si4TeTi",
  "method": "wB97M-V/def2-TZVPD",
  "homo_energy_ev": [-7.521, -7.593],
  "lumo_ev": [-2.07, -1.99],
  "orbital_gap_ev": [5.451, 5.600],
  "multiplicity": 2,
  "symbols": ["Ti", "O", "C", "O", "C", "C", "C", "N", "C", "C", "C", "C", "C", "C", "C", "N", "C", "C", "C", "C", "C", "N", "H", "H", "H", "H", "H", "H", "H", "H", "H", "H", "O", "C", "O", "C", "C", "C", "N", "C", "C", "C", "C", "C", "C", "C", "N", "C", "C", "C", "C", "C", "N", "H", "H", "H", "H", "H", "H", "H", "H", "H", "H", "C", "Si", "C", "C", "Si", "Te", "Si", "C", "C", "C", "Si", "C", "C", "C", "H", "H", "H", "H", "H", "H", "H", "H", "H", "H", "H", "H", "H", "H", "H", "H", "H", "H", "H", "H", "H", "H", "H", "H", "H", "H", "H"],
  "positions_angstrom": [[-0.05557, 1.24963, 1.38493], [-6.38118, -0.77188, 3.60092], [-6.30218, 0.14199, 2.74144], [-7.14047, 0.73637, 2.08515], [-4.77582, 0.47034, 2.44170], [-4.31862, 1.65848, 1.89990], [-2.99152, 1.96832, 1.76013], [-2.05091, 0.97778, 2.02324], [-2.45289, -0.26913, 2.38010], [-3.77696, -0.46266, 2.66188], [-1.32060, -1.28343, 2.51639], [-1.42148, -2.57334, 2.92955], [-0.32306, -3.44322, 3.05331], [0.87533, -2.91377, 2.67057], [0.93772, -1.60725, 2.19741], [-0.09091, -0.81761, 2.18328], [-2.35216, 3.26941, 1.38279], [-2.99002, 4.47734, 1.21409], [-2.18237, 5.62796, 0.99568], [-0.80829, 5.54261, 0.94408], [-0.28193, 4.25673, 1.20637], [-1.01348, 3.18166, 1.37482], [-5.09497, 2.44292, 1.66338], [-4.10539, -1.41693, 3.00607], [-2.34642, -2.85615, 3.45754], [-0.47150, -4.41607, 3.51596], [1.74718, -3.49740, 2.58854], [1.84105, -1.18677, 1.82004], [-4.06537, 4.54259, 1.20652], [-2.65233, 6.59479, 0.95033], [-0.22365, 6.46386, 0.81338], [0.75860, 4.02399, 1.34507], [6.93687, 2.34348, 1.10784], [6.36213, 2.15370, 2.20027], [6.73567, 2.08065, 3.37756], [4.80726, 1.96613, 2.05677], [4.21002, 2.37652, 0.89841], [2.82127, 2.22657, 0.77690], [2.07924, 1.71247, 1.75330], [2.66434, 1.42805, 2.91876], [4.02550, 1.51482, 3.08834], [1.61607, 1.07266, 3.93416], [1.84206, 0.38874, 5.11901], [0.80383, 0.07338, 5.97455], [-0.47685, 0.46098, 5.69972], [-0.63391, 1.13428, 4.50160], [0.34506, 1.45504, 3.65788], [2.09996, 2.72205, -0.33911], [2.64147, 3.68939, -1.22358], [1.86150, 4.17871, -2.21799], [0.56378, 3.64858, -2.39675], [0.12876, 2.77211, -1.45146], [0.84388, 2.34481, -0.40394], [4.88586, 2.88678, 0.24540], [4.37406, 1.32230, 4.13895], [2.77404, 0.01364, 5.38722], [1.03365, -0.51858, 6.85765], [-1.25697, 0.36909, 6.44883], [-1.57520, 1.54410, 4.31982], [3.66174, 4.00615, -1.15415], [2.21771, 4.97910, -2.87507], [-0.06975, 4.10195, -3.18161], [-0.90589, 2.43641, -1.46761], [-2.22874, -1.42068, -5.54850], [-0.72542, -0.65100, -4.66175], [-0.92679, 1.22004, -4.28374], [0.75139, -0.99217, -5.77402], [-0.31205, -1.58119, -2.56328], [-1.41676, -0.18900, -0.72490], [2.00408, -2.08243, -2.23969], [2.70207, -3.14567, -3.53988], [2.25110, -3.02766, -0.62803], [3.13074, -0.63214, -2.05331], [-1.46253, -3.65494, -2.11371], [-1.96229, -3.84290, -0.29417], [-0.58040, -5.15815, -2.72289], [-3.16810, -3.94305, -3.02852], [-2.79991, -0.66295, -6.11630], [-2.88364, -1.82795, -4.77032], [-2.01108, -2.29797, -6.13309], [-1.46729, 1.33330, -3.35234], [-1.36681, 1.86621, -5.09236], [0.01771, 1.63738, -4.01717], [0.63190, -0.15906, -6.54968], [0.77914, -1.95744, -6.27470], [1.67072, -0.83278, -5.17621], [3.10897, -2.68231, -4.41704], [2.13722, -4.07238, -3.71113], [3.71556, -3.45667, -3.17069], [1.89160, -2.60545, 0.28974], [3.33851, -3.01963, -0.46977], [1.72262, -4.00762, -0.76264], [3.23310, -0.02739, -2.95610], [4.11637, -0.94884, -1.73257], [2.66097, 0.06278, -1.40515], [-2.83289, -3.27374, -0.05259], [-1.20646, -3.53736, 0.49536], [-2.18778, -4.91286, -0.08419], [-1.21376, -6.07161, -2.46539], [0.39273, -5.25739, -2.31321], [-0.49772, -5.08702, -3.84856], [-3.91613, -3.38403, -2.43140], [-3.38840, -5.04618, -2.95022], [-3.28852, -3.66532, -4.12210]]
}

Record 2
{
  "formula": "C41H48AuN6OPS2",
  "method": "wB97M-V/def2-TZVPD",
  "homo_energy_ev": -12.830,
  "total_charge": 2,
  "lumo_ev": -6.28,
  "orbital_gap_ev": 6.549,
  "multiplicity": 1,
  "symbols": ["Au", "C", "C", "C", "C", "C", "C", "C", "N", "C", "C", "C", "C", "C", "C", "C", "N", "C", "C", "C", "C", "H", "H", "H", "H", "H", "H", "H", "H", "H", "H", "H", "H", "H", "H", "H", "H", "H", "H", "H", "H", "H", "H", "H", "H", "S", "C", "N", "C", "C", "C", "C", "C", "C", "H", "H", "H", "H", "H", "C", "C", "O", "S", "C", "C", "C", "C", "C", "C", "C", "C", "H", "H", "H", "H", "H", "H", "H", "C", "N", "C", "N", "C", "N", "C", "P", "C", "C", "H", "H", "H", "H", "H", "H", "H", "H", "H", "H", "H", "H"],
  "positions_angstrom": [[0.71557, -0.89447, -1.10801], [-3.67771, 0.08832, 4.55922], [-4.22835, -0.49217, 3.24709], [-5.29166, 0.45671, 2.66661], [-4.88045, -1.84688, 3.53880], [-3.09529, -0.62031, 2.24042], [-2.74097, -1.81991, 1.65479], [-1.72658, -1.85746, 0.72386], [-1.04310, -0.78113, 0.33321], [-1.35336, 0.39899, 0.89573], [-2.35694, 0.49799, 1.84221], [-0.54582, 1.58991, 0.49683], [-1.02936, 2.88455, 0.62119], [-0.23281, 3.97366, 0.28004], [1.04715, 3.68531, -0.18825], [1.44949, 2.37263, -0.31008], [0.67684, 1.33574, 0.02260], [-0.74336, 5.40798, 0.35278], [-1.95367, 5.53617, 1.28307], [0.36047, 6.35041, 0.85499], [-1.15951, 5.81989, -1.07201], [-4.48064, 0.13742, 5.29630], [-3.28562, 1.09972, 4.43117], [-2.88328, -0.54396, 4.96241], [-6.10222, 0.57653, 3.38734], [-5.71378, 0.05547, 1.74237], [-4.88409, 1.44729, 2.45570], [-5.67457, -1.71287, 4.27223], [-4.15669, -2.55815, 3.94975], [-5.33715, -2.27046, 2.63926], [-3.24031, -2.73905, 1.91828], [-1.46352, -2.78921, 0.24400], [-2.56156, 1.46220, 2.28857], [-2.03841, 3.04048, 0.97563], [1.72983, 4.47627, -0.46397], [2.44085, 2.13017, -0.68350], [-1.72855, 5.16138, 2.28470], [-2.83072, 5.01270, 0.89672], [-2.22606, 6.58797, 1.37277], [0.74251, 6.02900, 1.82691], [-0.04563, 7.35589, 0.96763], [1.19645, 6.41974, 0.15719], [-1.94617, 5.16718, -1.45685], [-0.31019, 5.77953, -1.75822], [-1.53969, 6.84342, -1.06366], [4.39804, -4.17251, -3.23953], [3.10240, -4.12530, -2.17552], [3.02591, -3.02185, -1.47056], [4.03769, -2.10126, -1.76713], [4.24134, -0.87270, -1.16012], [5.31732, -0.12869, -1.58920], [6.17418, -0.59745, -2.60133], [5.97416, -1.83069, -3.18877], [4.88947, -2.58032, -2.74867], [2.37924, -4.92075, -2.06109], [3.57967, -0.52409, -0.37414], [5.51498, 0.83128, -1.13212], [7.01014, 0.01141, -2.91643], [6.64021, -2.20495, -3.95478], [-2.29127, -3.23443, 7.60768], [-1.54781, -3.08812, 6.31361], [-1.45919, -2.08836, 5.66433], [-0.75410, -4.64742, 5.81724], [-0.08300, -4.16776, 4.26052], [-0.41975, -4.90564, 3.12849], [0.09756, -4.55610, 1.89741], [0.96505, -3.45806, 1.78615], [1.29946, -2.72148, 2.93300], [0.78240, -3.07977, 4.15911], [1.50351, -3.09575, 0.53769], [1.99553, -2.76142, -0.53209], [-2.38121, -2.26180, 8.08475], [-1.80292, -3.94274, 8.27594], [-3.29224, -3.61038, 7.38782], [-1.09374, -5.74748, 3.21967], [-0.16876, -5.12197, 1.01215], [1.96789, -1.87387, 2.84518], [1.04301, -2.51756, 5.04366], [0.16114, -0.18837, -6.31917], [0.02986, 1.01541, -5.49344], [1.25065, 1.81407, -5.61807], [2.47045, 1.06901, -5.28060], [2.53088, -0.13369, -6.11657], [1.34737, -0.98848, -5.99705], [1.25510, -1.60188, -4.67633], [1.10962, -0.31006, -3.33516], [-0.26186, 0.68889, -4.10430], [2.54977, 0.74796, -3.85934], [0.23463, 0.11906, -7.36097], [-0.73068, -0.80436, -6.20401], [1.17586, 2.69060, -4.97411], [1.33506, 2.14928, -6.64998], [3.42048, -0.70915, -5.85390], [2.61882, 0.17809, -7.15605], [2.15670, -2.21269, -4.50232], [0.39254, -2.26709, -4.63253], [-0.40218, 1.60416, -3.52756], [-1.18914, 0.11909, -4.04414], [3.48215, 0.21342, -3.66428], [2.56622, 1.67007, -3.27088]]
}

Computed max |F|, in the same sequence as the records: 3.19 1.07 eV Å⁻¹.
Computed calculated total energy, in the same sequence as the records: -122333.412 -88922.451 eV.